{
  "formula": "C47H64CsN10O3S2Te",
  "method": "ωB97M-V/def2-TZVPD",
  "spin_multiplicity": 1,
  "e_above_lowest_ev": 1.187,
  "homo_ha": -0.11070,
  "total_energy_ha": -3687.25978,
  "max_force_ev_per_a": 0.9,
  "orbital_gap_ev": 4.48,
  "e_lumo_ev": 1.47,
  "charge": -1,
  "elements": ["Cs", "C", "N", "C", "C", "O", "C", "O", "C", "C", "O", "N", "C", "C", "H", "H", "H", "H", "H", "H", "H", "H", "H", "H", "H", "H", "H", "H", "H", "H", "C", "C", "C", "C", "C", "C", "C", "N", "C", "N", "C", "C", "C", "C", "C", "C", "C", "N", "C", "C", "C", "C", "C", "C", "C", "H", "H", "H", "H", "H", "H", "H", "H", "H", "H", "H", "H", "H", "H", "H", "H", "H", "H", "H", "H", "H", "H", "C", "C", "C", "N", "N", "C", "N", "S", "H", "H", "H", "H", "H", "H", "H", "S", "C", "N", "C", "C", "C", "N", "H", "H", "H", "H", "H", "H", "H", "H", "C", "C", "C", "C", "C", "C", "Te", "C", "C", "C", "H", "H", "H", "H", "H", "H", "H", "H", "H", "H", "H"],
  "positions_angstrom": [[0.6088, -0.9421, 1.1596], [3.1620, -5.1092, -0.3779], [1.7510, -5.3836, -0.6076], [1.3799, -6.7206, -1.0163], [0.8704, -4.3654, -0.4653], [1.1739, -3.2550, -0.0758], [-0.5746, -4.6042, -0.8881], [-1.3410, -3.5902, -0.2983], [-2.6328, -3.5225, -0.8257], [-3.3245, -2.3126, -0.2079], [-2.8786, -1.7711, 0.7844], [-4.4612, -1.8841, -0.8191], [-5.0170, -0.5979, -0.4280], [-4.9797, -2.4710, -2.0375], [3.7398, -5.4684, -1.2306], [3.5181, -5.5997, 0.5317], [3.2924, -4.0332, -0.2889], [2.2446, -7.1944, -1.4786], [0.5818, -6.7107, -1.7569], [1.0678, -7.3383, -0.1678], [-0.9497, -5.5933, -0.5978], [-0.6062, -4.5294, -1.9873], [-3.2148, -4.4316, -0.5979], [-2.5927, -3.4195, -1.9161], [-4.3553, -0.1343, 0.3000], [-6.0113, -0.7177, 0.0085], [-5.0904, 0.0493, -1.3051], [-4.9334, -3.5581, -1.9992], [-4.4470, -2.1200, -2.9276], [-6.0281, -2.1918, -2.1378], [-3.2770, 5.8432, -1.4615], [-1.8071, 6.1497, -1.5082], [-1.3419, 7.4048, -1.8752], [0.0149, 7.6926, -1.9097], [0.9256, 6.6992, -1.5847], [0.4846, 5.4368, -1.2243], [-0.8785, 5.1578, -1.1680], [-1.3817, 3.8927, -0.8077], [-0.5199, 2.8040, -0.5364], [0.0718, 2.8119, 0.7231], [-0.8560, 2.8296, 1.8808], [-1.3932, 1.5917, 2.2984], [-2.3864, 1.7701, 3.2874], [-2.7461, 2.9888, 3.8507], [-2.0648, 4.1361, 3.4895], [-1.0935, 4.0716, 2.4943], [-0.3323, 5.3307, 2.1845], [-0.3331, 1.8218, -1.3365], [-0.8089, 1.8257, -2.6618], [-0.5838, 2.8814, -3.5513], [-1.0477, 2.8320, -4.8569], [-1.7338, 1.7155, -5.3039], [-1.9266, 0.6493, -4.4366], [-1.4671, 0.6822, -3.1280], [-1.6218, -0.4979, -2.2257], [-3.8652, 6.7390, -1.6575], [-3.5554, 5.4419, -0.4846], [-3.5547, 5.0944, -2.2102], [-2.0626, 8.1722, -2.1338], [0.3558, 8.6787, -2.1957], [1.9885, 6.9000, -1.6180], [1.1970, 4.6623, -0.9744], [-2.1275, 3.6086, -1.4306], [0.6479, 1.9734, 0.7503], [-2.9265, 0.9135, 3.6870], [-3.5256, 3.0345, 4.6071], [-2.2761, 5.0862, 3.9697], [-0.2632, 5.9522, 3.0802], [-0.8235, 5.9237, 1.4153], [0.6713, 5.1111, 1.8306], [-0.0065, 3.7314, -3.2246], [-0.8473, 3.6580, -5.5285], [-2.0862, 1.6583, -6.3259], [-2.4275, -0.2450, -4.7918], [-2.2319, -1.2597, -2.7126], [-2.0731, -0.2146, -1.2741], [-0.6349, -0.9213, -2.0185], [-0.8919, -6.8732, 4.9859], [-0.3888, -5.6360, 5.7305], [-0.7425, -4.3703, 5.0249], [0.1098, -3.6218, 4.4165], [-0.4380, -2.5473, 3.7891], [-1.7217, -2.4531, 3.9586], [-2.4646, -1.3935, 3.5628], [-2.3897, -3.7760, 4.8932], [-0.6000, -7.7854, 5.5065], [-0.4764, -6.9030, 3.9785], [-1.9795, -6.8642, 4.9025], [0.6987, -5.6533, 5.8071], [-0.7917, -5.6237, 6.7465], [-1.9919, -0.7500, 2.9228], [-3.4084, -1.5897, 3.2707], [3.0918, -0.8345, 3.7434], [1.9285, -0.2535, 4.8040], [1.5791, 1.0428, 4.8247], [0.4560, 1.5773, 5.5788], [-0.5246, 0.4576, 5.8664], [0.2006, -0.7129, 6.5061], [1.3501, -1.0783, 5.6969], [1.9729, 1.5966, 4.0827], [-0.0271, 2.3458, 4.9746], [0.8103, 2.0329, 6.5114], [-0.9704, 0.1467, 4.9219], [-1.3214, 0.8162, 6.5186], [-0.4588, -1.5816, 6.5726], [0.5207, -0.4587, 7.5233], [1.5210, -2.0514, 5.4974], [7.2882, 0.9275, -6.0054], [6.1443, 0.4541, -5.1465], [6.1930, -0.7609, -4.4828], [5.1371, -1.2156, -3.6949], [5.2719, -2.5441, -3.0068], [3.9777, -0.4368, -3.5551], [2.3421, -1.1226, -2.3949], [3.9323, 0.8094, -4.2090], [2.7349, 1.6964, -4.0696], [5.0020, 1.2285, -4.9907], [8.1161, 0.2179, -5.9786], [7.6654, 1.8957, -5.6677], [6.9820, 1.0445, -7.0479], [7.0815, -1.3795, -4.5768], [6.2416, -2.9979, -3.2211], [4.4774, -3.2209, -3.3298], [5.1545, -2.4368, -1.9268], [2.5111, 1.8692, -3.0137], [1.8426, 1.2197, -4.4788], [2.8900, 2.6557, -4.5693], [4.9420, 2.1921, -5.4897]],
  "forces_ev_per_angstrom": [[-0.12, 0.60, 0.01], [-0.01, 0.02, 0.02], [0.09, 0.22, -0.08], [-0.04, 0.01, 0.01], [-0.15, 0.11, -0.12], [0.28, -0.86, -0.02], [0.00, -0.03, -0.07], [-0.18, -0.04, 0.03], [0.06, 0.00, 0.00], [-0.14, 0.03, -0.02], [0.12, -0.10, 0.09], [-0.01, 0.05, -0.03], [0.05, 0.00, 0.01], [0.03, -0.05, 0.03], [0.02, 0.02, 0.00], [-0.01, -0.01, 0.02], [0.02, -0.02, -0.03], [0.00, 0.01, -0.01], [-0.01, 0.00, -0.01], [0.00, -0.02, -0.01], [0.02, 0.00, 0.03], [0.01, -0.05, 0.03], [0.00, 0.03, -0.01], [-0.02, 0.01, -0.04], [-0.03, 0.00, -0.01], [-0.01, 0.00, -0.01], [0.01, 0.00, 0.01], [0.01, -0.02, -0.03], [0.00, 0.01, 0.00], [0.01, -0.01, 0.01], [0.03, 0.01, 0.01], [-0.06, 0.06, 0.01], [0.02, -0.04, 0.01], [0.03, 0.02, -0.02], [-0.02, 0.03, 0.01], [-0.02, -0.06, 0.11], [0.00, -0.04, 0.07], [0.05, 0.04, -0.05], [-0.13, -0.21, -0.03], [-0.08, -0.15, -0.21], [0.13, -0.09, 0.06], [-0.35, 0.46, 0.06], [0.03, -0.11, 0.05], [0.00, 0.05, 0.09], [-0.03, -0.07, -0.04], [0.07, -0.13, -0.01], [0.05, -0.02, -0.10], [0.02, 0.06, 0.21], [0.15, 0.34, -0.01], [-0.03, -0.11, 0.07], [0.04, 0.00, 0.01], [0.00, -0.04, -0.03], [-0.01, 0.05, -0.06], [-0.03, -0.07, 0.03], [-0.03, -0.02, 0.08], [0.00, 0.00, 0.00], [-0.02, -0.01, 0.01], [-0.02, 0.00, -0.01], [-0.01, 0.01, 0.00], [0.01, 0.02, 0.00], [0.02, 0.00, 0.00], [0.02, -0.04, 0.02], [0.01, -0.05, 0.04], [-0.08, 0.24, 0.12], [0.03, -0.01, -0.03], [-0.01, 0.00, -0.02], [0.01, 0.00, 0.00], [0.01, -0.02, -0.01], [-0.04, 0.08, -0.14], [0.10, -0.01, -0.07], [0.06, 0.12, 0.06], [0.00, 0.01, 0.02], [-0.01, 0.00, -0.01], [0.00, -0.01, 0.01], [-0.04, -0.06, -0.01], [0.01, -0.01, 0.05], [0.01, -0.02, 0.02], [0.01, 0.00, 0.01], [-0.01, -0.07, 0.00], [-0.16, 0.15, -0.07], [-0.02, -0.34, 0.21], [-0.06, 0.34, -0.09], [-0.09, -0.15, 0.05], [0.00, -0.11, -0.03], [0.27, 0.05, -0.05], [0.00, 0.00, 0.01], [0.00, 0.00, -0.01], [-0.01, -0.01, -0.01], [0.00, 0.01, 0.00], [0.01, 0.01, -0.01], [-0.01, 0.11, -0.03], [0.03, -0.01, -0.05], [0.27, -0.03, -0.22], [0.09, 0.02, 0.18], [-0.08, 0.02, -0.09], [-0.09, 0.01, 0.04], [-0.02, 0.01, 0.03], [-0.07, 0.03, -0.01], [0.06, 0.08, 0.00], [0.04, -0.03, 0.01], [-0.01, 0.02, -0.01], [-0.01, 0.00, -0.03], [-0.03, 0.00, 0.04], [-0.02, 0.00, -0.02], [0.02, 0.00, 0.00], [-0.02, -0.01, -0.01], [-0.01, -0.03, 0.04], [-0.01, 0.00, 0.02], [0.04, 0.01, -0.02], [0.01, 0.00, -0.02], [0.00, 0.00, 0.02], [0.01, -0.05, -0.05], [0.01, 0.02, -0.02], [0.06, -0.22, 0.02], [0.02, -0.08, 0.00], [-0.10, 0.15, 0.04], [0.01, -0.01, 0.02], [0.01, -0.01, 0.00], [0.01, 0.01, 0.00], [0.00, 0.00, -0.01], [0.01, -0.01, 0.00], [0.04, 0.00, -0.02], [0.00, -0.02, 0.03], [-0.02, 0.01, 0.01], [-0.02, 0.03, -0.01], [-0.04, -0.02, -0.02], [0.01, 0.00, -0.02], [-0.01, 0.02, 0.00]],
  "lowdin_charge": [0.78, -0.02, -0.13, -0.05, -0.44, -0.26, -0.12, -0.13, -0.14, -0.44, 0.04, -0.15, -0.03, -0.05, 0.09, 0.09, 0.08, 0.09, 0.08, 0.09, 0.13, 0.15, 0.14, 0.12, 0.09, 0.09, 0.09, 0.09, 0.09, 0.09, -0.04, -0.22, -0.06, -0.11, -0.09, -0.04, -0.24, 0.14, -0.38, 0.10, -0.27, -0.10, -0.22, -0.14, -0.10, -0.25, -0.05, 0.19, -0.23, -0.03, -0.10, -0.11, -0.05, -0.21, -0.05, 0.07, 0.08, 0.08, 0.10, 0.09, 0.10, 0.12, 0.13, 0.06, 0.05, 0.09, 0.10, 0.07, 0.07, 0.07, 0.10, 0.10, 0.09, 0.10, 0.06, 0.07, 0.01, -0.11, -0.25, -0.62, 0.01, -0.03, -0.71, 0.09, 1.06, 0.07, 0.08, 0.06, 0.11, 0.10, 0.02, 0.09, 0.51, -0.92, 0.02, -0.16, -0.16, -0.17, 0.00, 0.12, 0.11, 0.12, 0.08, 0.12, 0.11, 0.11, 0.08, -0.07, -0.30, -0.04, -0.34, -0.14, -0.58, 0.70, -0.33, -0.13, -0.04, 0.06, 0.07, 0.07, 0.10, 0.06, 0.04, 0.05, 0.05, 0.06, 0.07, 0.11]
}

{
  "formula": "C2H39N2O16",
  "method": "ωB97M-V/def2-TZVPD",
  "spin_multiplicity": 1,
  "e_above_lowest_ev": 4.825,
  "homo_ha": -0.47045,
  "total_energy_ha": -1412.60811,
  "max_force_ev_per_a": 8.1,
  "orbital_gap_ev": 10.27,
  "e_lumo_ev": -2.53,
  "charge": 1,
  "elements": ["C", "N", "C", "N", "H", "H", "H", "H", "H", "H", "H", "H", "H", "O", "H", "H", "O", "H", "H", "O", "H", "H", "O", "H", "H", "O", "H", "H", "O", "H", "H", "O", "H", "H", "O", "H", "H", "O", "H", "H", "O", "H", "H", "O", "H", "H", "O", "H", "H", "O", "H", "H", "O", "H", "H", "O", "H", "H", "O"],
  "positions_angstrom": [[-1.2283, -0.6727, -1.5987], [-1.3073, 0.5316, -0.8724], [-0.9970, 0.4979, 0.4325], [-1.1963, 1.6334, 1.1317], [-1.3666, -0.6180, -2.6208], [-1.7753, -1.5582, -1.0414], [-0.1848, -1.0571, -1.7706], [-1.8502, 1.1593, -1.3230], [-0.5244, -0.4997, 1.0701], [-1.5674, 2.5673, 0.7272], [-1.1054, 1.6393, 2.2051], [-4.1888, 2.7332, -1.8768], [-4.4459, 1.8593, -0.5866], [-3.9912, 2.6994, -0.9247], [0.3382, 3.1753, -1.2970], [0.2157, 3.9852, -0.0236], [0.7927, 3.3902, -0.4429], [1.2185, 2.2251, 0.7775], [1.7199, 2.4539, 2.3162], [1.6299, 1.8919, 1.6368], [2.1141, -0.1050, 5.0917], [2.0121, -1.1569, 4.1430], [1.6121, -0.9074, 4.9603], [2.5809, -4.0523, -2.4931], [1.6457, -4.0602, -1.2955], [1.8144, -3.6249, -2.1610], [2.4614, 2.1297, -0.8740], [2.8131, 0.9677, -1.7719], [2.0212, 1.4908, -1.5635], [-5.1060, 0.1034, 0.8138], [-4.3537, -0.4950, -0.4333], [-4.5563, 0.2850, 0.0193], [-1.3718, 0.9512, -4.3539], [-0.6364, -0.6771, -4.5817], [-1.2831, 0.1756, -4.7932], [1.2609, -4.1280, 1.4682], [2.1263, -3.0036, 1.7026], [1.9541, -3.6599, 1.0447], [-1.8854, -0.9006, 2.5480], [-2.6242, -1.8731, 1.6632], [-2.0372, -1.0790, 1.5794], [3.6327, -2.2742, 2.8913], [2.9356, -1.1448, 1.7781], [2.8487, -1.7890, 2.6665], [3.3267, -1.4713, -2.3882], [1.9717, -1.7605, -1.6776], [2.7543, -1.2191, -1.6283], [2.8186, -0.5125, -0.1687], [2.3352, 0.5099, 0.8855], [3.1523, 0.0014, 0.7354], [-1.2982, -3.2424, -3.5701], [0.1788, -3.5432, -3.4439], [-0.4698, -2.8560, -3.4434], [-1.3729, 4.8202, -0.5700], [-2.4651, 3.6455, -0.9971], [-1.6175, 3.8531, -0.6584], [0.1962, -0.3285, 4.0351], [-0.9210, 0.6188, 4.3182], [-0.6224, -0.0508, 3.7111]],
  "forces_ev_per_angstrom": [[1.86, -4.29, 1.84], [2.44, -3.25, 2.62], [1.13, 1.84, 1.22], [-0.69, 0.47, 1.61], [-1.82, 0.61, -1.83], [0.76, 1.70, -1.48], [-0.47, 0.42, 1.17], [-2.05, 3.19, -0.61], [-0.87, 3.46, -2.88], [0.72, -2.27, 0.25], [0.24, -0.52, -2.69], [-0.24, -0.03, 0.49], [0.90, 1.12, -0.49], [-0.62, -0.99, -0.50], [0.74, 0.15, 1.20], [-0.83, 0.96, 0.84], [1.16, -1.06, -1.76], [0.51, 0.56, 1.77], [0.35, 3.57, 3.23], [-1.08, -3.63, -4.69], [0.15, 0.54, 0.75], [0.80, -1.32, -1.71], [-0.65, 0.76, 0.89], [1.20, -0.64, -0.45], [0.24, 0.51, -0.47], [-1.44, -0.37, 1.00], [-1.48, -1.45, -1.97], [-0.61, -0.23, -0.25], [2.09, 1.67, 1.95], [0.61, -0.13, -0.98], [0.26, -1.98, -0.84], [-1.07, 1.93, 1.92], [0.80, 3.03, 2.75], [-2.30, 4.21, -0.01], [1.61, -7.36, -2.86], [-1.10, -1.14, 0.35], [0.83, 1.43, 0.95], [-0.02, -0.71, -1.71], [0.38, 0.31, -0.83], [0.57, 0.73, -0.43], [-2.42, -2.65, 2.35], [0.82, -0.02, -0.22], [0.78, -0.93, 1.99], [-1.16, 1.66, -1.63], [-0.68, 0.15, 0.98], [-0.25, -0.75, -0.34], [1.13, 0.61, -0.83], [1.90, 1.40, 2.52], [0.61, 0.48, 0.69], [-1.91, -2.63, -2.90], [-2.00, -1.05, -0.44], [0.78, -0.69, 0.19], [1.02, 1.97, 0.10], [-1.43, -1.60, -0.62], [-2.07, 0.35, -0.31], [2.35, 1.79, 0.94], [2.71, -1.13, 1.35], [-0.19, 0.22, 0.52], [-2.99, 0.98, -1.70]],
  "nbo_charge": [-0.45, -0.57, 0.40, -0.79, 0.25, 0.19, 0.23, 0.41, 0.34, 0.45, 0.43, 0.48, 0.52, -1.01, 0.51, 0.47, -0.95, 0.52, 0.48, -1.01, 0.47, 0.50, -0.95, 0.48, 0.51, -0.98, 0.49, 0.49, -0.97, 0.50, 0.49, -0.96, 0.48, 0.53, -1.01, 0.46, 0.49, -0.98, 0.53, 0.49, -0.98, 0.49, 0.53, -1.06, 0.50, 0.51, -0.97, 0.51, 0.50, -0.98, 0.47, 0.50, -0.97, 0.50, 0.52, -1.01, 0.50, 0.48, -0.99]
}

Question: Which of these has the lowest charge?
Answer: C47H64CsN10O3S2Te

Question: Number 2 is which compound?
Answer: C2H39N2O16

Question: The lowest charge belongs to which entry?
Answer: C47H64CsN10O3S2Te